{"formula": "C31H33CaClN2O2Si2", "method": "ωB97M-V with the def2-TZVPD basis set", "species": ["C", "C", "C", "H", "C", "C", "H", "H", "H", "H", "Ca", "Si", "C", "C", "H", "C", "H", "C", "H", "C", "H", "C", "H", "C", "C", "H", "C", "H", "C", "H", "C", "H", "C", "H", "H", "Si", "C", "C", "H", "C", "H", "C", "H", "C", "H", "C", "H", "C", "C", "H", "C", "H", "C", "H", "C", "H", "C", "H", "H", "Cl", "C", "O", "C", "O", "N", "N", "H", "H", "H", "H", "H", "H"], "coordinates": [[-1.190, -0.279, 1.229], [-1.867, 0.127, 0.058], [-1.780, -0.911, -0.897], [-2.347, 1.093, -0.102], [-1.087, -1.982, -0.312], [-0.723, -1.603, 1.014], [-0.265, -2.247, 1.761], [-1.192, 0.254, 2.169], [-2.184, -0.877, -1.897], [-0.908, -2.947, -0.770], [0.818, -0.328, -0.579], [1.223, 0.343, -3.962], [0.173, 1.868, -4.281], [0.511, 3.013, -5.034], [1.469, 3.058, -5.578], [-0.395, 4.108, -5.221], [-0.185, 4.921, -5.945], [-1.591, 4.185, -4.517], [-2.296, 5.025, -4.683], [-1.912, 3.089, -3.687], [-2.851, 3.131, -3.134], [-1.079, 1.970, -3.588], [-1.399, 1.115, -2.966], [0.156, -1.248, -4.198], [-0.981, -1.331, -5.042], [-1.255, -0.438, -5.645], [-1.741, -2.506, -5.108], [-2.650, -2.507, -5.701], [-1.346, -3.675, -4.455], [-1.911, -4.614, -4.608], [-0.156, -3.626, -3.718], [0.148, -4.565, -3.246], [0.610, -2.455, -3.630], [1.603, -2.480, -3.160], [2.119, 0.308, -2.697], [2.387, 0.391, -7.325], [1.788, -1.259, -7.813], [1.034, -1.208, -9.001], [0.786, -0.236, -9.441], [0.566, -2.390, -9.564], [-0.032, -2.340, -10.472], [0.810, -3.609, -8.929], [0.345, -4.520, -9.309], [1.573, -3.653, -7.755], [1.763, -4.598, -7.253], [2.052, -2.481, -7.158], [2.578, -2.485, -6.185], [1.225, 1.717, -7.895], [-0.165, 1.853, -7.703], [-0.668, 1.261, -6.931], [-0.856, 2.829, -8.420], [-1.913, 2.969, -8.224], [-0.196, 3.635, -9.345], [-0.755, 4.393, -9.897], [1.179, 3.490, -9.539], [1.701, 4.093, -10.272], [1.906, 2.582, -8.779], [2.998, 2.511, -8.846], [3.748, 0.544, -7.926], [3.036, 0.477, -5.152], [2.708, 0.506, 4.081], [2.039, 1.532, 3.272], [1.616, 1.179, 2.067], [1.792, 0.035, 1.567], [0.965, 2.201, 1.448], [0.431, 2.075, 0.100], [2.552, 0.848, 5.113], [3.754, 0.428, 3.751], [2.255, -0.496, 3.982], [1.124, 3.101, 1.882], [0.803, 2.829, -0.492], [-0.584, 2.196, 0.195]], "forces_ev_per_a": [[-0.468, -0.730, -0.237], [0.301, 0.045, -0.136], [-0.003, 0.437, -0.027], [-0.025, -0.261, 0.023], [0.087, -0.393, 0.592], [-0.440, -0.061, -0.025], [-0.004, 0.183, -0.218], [0.203, 0.054, 0.014], [0.000, -0.105, -0.072], [-0.014, 0.089, 0.018], [-0.551, 0.067, -0.531], [-3.100, -1.156, 0.611], [-0.198, 1.072, 0.372], [-0.231, 0.681, -0.539], [-0.617, -0.090, 0.305], [0.477, -0.044, 0.182], [0.257, -0.688, 0.562], [0.171, -0.531, -0.327], [0.575, -0.664, 0.274], [0.038, -0.088, -0.067], [0.213, -0.240, -0.058], [-0.241, -0.068, -0.073], [0.153, 0.545, -0.303], [1.410, 1.114, 0.085], [-0.542, 0.234, 0.077], [-0.018, -0.771, 0.563], [0.319, 0.831, -0.224], [0.098, -0.002, -0.124], [0.154, 0.022, 0.060], [0.423, 0.685, 0.330], [-0.015, -0.355, -0.113], [0.283, 0.429, -0.071], [-0.196, -0.720, 0.256], [-0.391, -0.113, 0.060], [-0.120, -0.250, -0.192], [-0.711, 0.365, -0.566], [-0.245, -0.265, 0.341], [-0.014, -0.615, 0.191], [0.171, -0.483, 0.004], [-0.221, 0.073, 0.157], [0.079, -0.132, 0.151], [0.126, 0.094, 0.242], [0.322, 0.174, -0.008], [-0.066, 0.183, 0.339], [-0.139, 0.017, -0.137], [-0.293, 0.258, -0.667], [-0.281, -0.141, -0.738], [0.986, -0.205, -0.492], [0.401, 0.215, 0.053], [0.136, 0.092, -0.476], [0.181, -0.169, 0.168], [0.004, 0.023, -0.089], [-0.168, -0.045, -0.028], [0.185, -0.258, 0.101], [0.375, 0.147, 0.157], [-0.092, 0.123, 0.026], [-0.762, 0.235, 0.026], [-0.460, 0.073, -0.273], [-0.266, 0.302, 0.349], [1.926, 0.188, 0.475], [-0.305, -0.172, -0.142], [-0.060, -0.573, 0.066], [0.345, -2.137, -1.346], [-0.078, 2.360, 0.716], [0.160, -0.005, -0.521], [0.621, 0.632, 1.403], [0.481, -0.048, -0.452], [-0.321, 0.227, 0.399], [-0.067, 0.658, -0.258], [-0.411, 0.104, -0.305], [-0.053, -0.291, 0.361], [0.521, -0.163, -0.274]], "lowdin_charge": [-0.236, -0.215, -0.213, 0.094, -0.250, -0.242, 0.098, 0.097, 0.092, 0.091, 1.256, 0.318, -0.346, -0.131, 0.084, -0.101, 0.110, -0.111, 0.104, -0.109, 0.093, -0.133, 0.072, -0.353, -0.115, 0.093, -0.104, 0.096, -0.117, 0.101, -0.123, 0.098, -0.181, 0.082, -0.100, 0.474, -0.338, -0.105, 0.098, -0.089, 0.101, -0.093, 0.098, -0.090, 0.098, -0.097, 0.096, -0.358, -0.109, 0.093, -0.094, 0.103, -0.098, 0.099, -0.097, 0.096, -0.135, 0.082, -0.005, 0.410, 0.002, -0.015, -0.553, -0.083, 0.037, 0.010, 0.101, 0.103, 0.099, 0.158, 0.118, 0.084], "energy_ev": -86471.2206, "relative_energy_ev": 2.682, "e_homo_ev": [-3.278, -3.693], "gap_ev": [2.94, 3.44], "mol_weight_g_mol": 597.3, "fmax_ev_per_a": 3.364}

---

{"formula": "H6NPSi", "method": "ωB97M-V with the def2-TZVPD basis set", "species": ["N", "Si", "P", "H", "H", "H", "H", "H", "H"], "coordinates": [[1.705, -0.637, -0.668], [-0.952, 0.723, -0.420], [1.251, 0.901, -0.067], [1.294, -1.432, -0.192], [2.711, -0.750, -0.690], [-1.563, 0.060, 1.753], [-1.603, 2.015, -0.603], [-1.337, -0.274, -1.417], [1.142, 0.644, 1.307]], "forces_ev_per_a": [[0.192, -0.361, 0.022], [-0.532, -0.733, 3.227], [0.235, 0.214, -0.325], [0.064, 0.010, -0.091], [-0.068, -0.030, -0.131], [0.490, 0.731, -2.811], [-0.211, 0.181, -0.081], [-0.081, -0.161, -0.109], [-0.089, 0.148, 0.299]], "nbo_charge": [-1.139, 0.637, 0.334, 0.378, 0.387, -0.253, -0.157, -0.148, -0.037], "energy_ev": -18750.6569, "relative_energy_ev": 2.829, "e_homo_ev": -8.681, "gap_ev": 8.54, "mol_weight_g_mol": 79.1, "fmax_ev_per_a": 3.351}